{"formula": "C23H26N5O5OsS2", "method": "wB97M-V/def2-TZVPD", "de_lowest_kcal_mol": 59.3, "lumo_ev": -11.426, "total_energy_ev": -66070.5239, "charge": 3, "orbital_gap_ev": 5.87, "symbols": ["C", "N", "O", "C", "H", "H", "H", "H", "H", "O", "C", "H", "C", "H", "C", "O", "H", "C", "H", "C", "O", "N", "Os", "C", "C", "H", "H", "C", "H", "H", "C", "S", "C", "C", "C", "H", "H", "C", "C", "H", "H", "H", "O", "C", "N", "H", "N", "C", "H", "C", "C", "H", "N", "H", "H", "C", "H", "H", "C", "S", "C", "H"], "positions_angstrom": [[0.103, -0.149, 4.251], [-1.944, -3.387, -2.439], [-4.624, 3.230, -1.179], [-2.720, 0.812, 0.410], [-5.198, -0.191, 3.138], [-2.610, -4.685, -4.725], [-5.459, 2.003, 2.017], [-3.321, -5.470, 1.447], [-4.382, -4.071, 1.446], [-0.702, 0.789, -0.941], [1.666, 0.434, 2.522], [-0.638, 0.637, 4.096], [-4.024, -4.903, 0.835], [3.209, 4.296, -3.092], [-1.540, -3.204, -1.162], [5.013, 2.638, -2.630], [-3.688, -3.287, -4.599], [-1.876, 1.431, -0.616], [-4.868, -5.532, 0.566], [-3.322, -4.373, -0.358], [-3.105, 4.224, 0.551], [-2.157, 2.563, -1.081], [-0.047, -0.557, 0.175], [-3.771, -4.600, -1.656], [-3.069, -4.092, -2.732], [-4.663, -5.184, -1.834], [1.312, 1.375, 2.104], [2.850, -1.052, -0.259], [0.545, -2.122, 3.438], [2.640, 0.167, 2.126], [-3.474, -0.777, 2.018], [0.079, -2.423, -0.973], [3.849, 2.541, -2.329], [-3.441, -4.257, -4.159], [4.439, 0.352, -1.337], [-3.410, -1.741, 2.506], [2.253, -0.349, 4.435], [1.530, 0.355, 4.024], [-2.578, -0.422, 1.009], [-4.303, -4.910, -4.258], [1.712, 1.330, 4.474], [-1.387, -3.022, -3.207], [0.682, -0.631, 2.008], [4.144, -0.826, -0.668], [2.909, 3.464, -2.606], [1.318, 1.652, -1.326], [-2.184, -3.656, -0.138], [3.426, 1.274, -1.585], [4.906, -1.566, -0.461], [-4.650, 1.339, 1.739], [-4.495, 0.100, 2.368], [-1.024, -1.475, 2.879], [1.863, -0.162, -0.493], [-0.030, -0.556, 5.252], [5.439, 0.590, -1.682], [2.147, 0.984, -1.155], [-1.922, -1.244, 0.617], [2.579, -1.953, 0.277], [-0.022, -1.222, 3.207], [-3.555, 3.152, -0.257], [-3.732, 1.679, 0.768], [1.942, 3.399, -2.349]], "forces_ev_per_angstrom": [[-0.005, -0.032, 0.025], [0.013, -0.072, 0.011], [-0.003, -0.017, -0.040], [-0.089, 0.082, -0.086], [0.001, 0.003, 0.003], [-0.002, 0.005, -0.005], [0.000, 0.002, -0.007], [-0.003, -0.008, -0.005], [-0.008, 0.007, -0.008], [0.213, 0.193, 0.330], [0.014, -0.030, -0.049], [0.013, 0.010, -0.011], [0.001, -0.006, 0.014], [0.003, 0.002, -0.007], [0.118, -0.046, 0.131], [-0.022, 0.000, 0.008], [0.005, 0.000, -0.001], [-0.132, 0.004, -0.022], [-0.002, 0.000, 0.003], [0.021, 0.017, -0.039], [-0.016, 0.025, -0.016], [0.045, -0.140, 0.077], [-0.058, -0.651, -0.328], [-0.023, -0.018, 0.023], [0.036, 0.008, 0.004], [-0.002, 0.006, 0.002], [0.013, 0.006, 0.013], [-0.014, -0.020, 0.042], [-0.004, 0.004, 0.016], [0.005, -0.013, 0.001], [0.009, -0.016, 0.002], [-0.157, 0.400, 0.020], [0.022, -0.012, -0.009], [-0.003, -0.008, 0.000], [-0.011, 0.017, -0.008], [0.019, -0.004, -0.002], [0.005, 0.009, 0.004], [0.035, -0.007, -0.001], [0.142, -0.008, 0.007], [0.000, 0.001, 0.001], [-0.019, 0.008, -0.004], [0.009, 0.019, 0.003], [-0.166, 0.274, -0.047], [-0.017, -0.015, 0.015], [0.000, 0.010, 0.016], [-0.025, -0.005, -0.002], [-0.063, 0.079, -0.006], [0.002, 0.006, -0.009], [0.000, -0.001, -0.002], [0.005, 0.013, 0.076], [-0.020, 0.022, -0.003], [-0.014, 0.031, 0.022], [-0.034, 0.027, -0.068], [-0.004, -0.003, -0.001], [0.002, 0.000, 0.000], [0.029, -0.009, 0.027], [0.028, 0.015, -0.015], [0.020, -0.002, 0.007], [0.006, -0.060, -0.061], [0.046, -0.068, 0.089], [0.044, -0.027, -0.120], [-0.007, -0.006, -0.008]], "lowdin_charge": [-0.119, 0.151, -0.201, -0.178, 0.135, 0.119, 0.150, 0.115, 0.098, -0.220, -0.064, 0.135, 0.021, 0.141, -0.615, 0.120, 0.121, -0.427, 0.105, -0.219, -0.209, 0.110, 1.334, 0.100, -0.185, 0.153, 0.136, -0.150, 0.151, 0.125, -0.041, 0.826, -0.481, 0.038, 0.081, 0.118, 0.140, -0.116, -0.105, 0.111, 0.147, 0.176, -0.371, 0.026, 0.207, 0.111, 0.142, -0.052, 0.140, 0.043, 0.002, 0.096, -0.150, 0.148, 0.150, -0.025, 0.038, 0.107, -0.085, 0.710, -0.162, 0.099]}